{
  "formula": "C17H37F3N3",
  "method": "ωB97M-V with the def2-TZVPD basis set",
  "species": ["N", "C", "N", "N", "C", "C", "C", "F", "C", "F", "F", "H", "H", "H", "H", "H", "H", "H", "H", "H", "C", "C", "C", "C", "C", "C", "H", "H", "H", "H", "H", "H", "H", "H", "H", "H", "H", "H", "H", "H", "C", "C", "C", "C", "C", "C", "H", "H", "H", "H", "H", "H", "H", "H", "H", "H", "H", "H", "H", "H"],
  "xyz": [[1.588, -1.377, 2.274], [0.959, -0.085, 1.711], [-0.307, -0.217, 0.887], [1.477, 1.175, 1.947], [0.631, 2.248, 2.603], [1.077, 2.645, 4.130], [0.199, 1.797, 5.226], [-1.127, 2.320, 5.650], [0.804, 0.511, 5.724], [0.013, -0.741, 5.597], [2.199, 0.548, 6.281], [2.361, -1.700, 1.644], [0.827, -2.099, 2.314], [-0.873, 0.660, 0.872], [-0.130, -0.597, -0.069], [2.458, 1.383, 1.625], [-0.471, 1.837, 2.664], [0.730, 3.220, 1.932], [0.814, 3.787, 4.292], [2.225, 2.512, 4.322], [6.283, 0.687, -3.704], [5.392, 1.728, -3.045], [5.028, 1.388, -1.598], [4.224, 0.097, -1.405], [2.898, 0.027, -2.165], [1.902, 1.097, -1.743], [5.781, -0.282, -3.785], [6.550, 1.007, -4.717], [7.210, 0.550, -3.138], [4.487, 1.870, -3.645], [5.919, 2.689, -3.052], [4.471, 2.230, -1.170], [5.951, 1.310, -1.010], [4.026, -0.027, -0.332], [4.841, -0.762, -1.696], [2.447, -0.957, -1.983], [3.071, 0.091, -3.244], [1.690, 1.032, -0.671], [0.959, 0.965, -2.283], [2.273, 2.102, -1.963], [-3.901, -0.677, 1.128], [-3.727, -1.827, 0.149], [-4.034, -1.443, -1.301], [-5.474, -0.993, -1.574], [-6.562, -2.003, -1.202], [-6.473, -3.303, -1.986], [-4.938, -0.333, 1.167], [-3.621, -0.997, 2.137], [-3.264, 0.170, 0.854], [-4.349, -2.673, 0.461], [-2.688, -2.174, 0.202], [-3.791, -2.295, -1.948], [-3.357, -0.634, -1.603], [-5.563, -0.753, -2.641], [-5.668, -0.055, -1.039], [-7.540, -1.545, -1.398], [-6.534, -2.218, -0.128], [-6.530, -3.115, -3.062], [-7.303, -3.963, -1.713], [-5.542, -3.838, -1.776]],
  "lumo_ha": -0.2077,
  "total_charge": 1,
  "gap_ev": 6.77
}